# 1
A structure of composition C5CrF15O15S5 in a non-equilibrium geometry, computed with ωB97M-V/def2-TZVPD.

Geometry as XYZ:
```
41
C5CrF15O15S5 ωB97M-V/def2-TZVPD
Cr 0.23769 -0.87324 0.35092
C 5.64938 3.09668 -1.36293
F 5.89477 1.81276 -1.68323
F 6.83972 3.69537 -0.99826
F 5.14383 3.74649 -2.42693
S 4.32329 3.08055 0.08943
O 5.09477 2.77816 1.33000
O 3.73872 4.43414 0.02151
O 3.32629 2.02526 -0.18417
C -3.39307 3.11332 4.81464
F -3.35821 4.17841 5.67581
F -3.57091 1.90700 5.38265
F -4.31939 3.26382 3.86822
S -1.68939 3.12813 3.91593
O -0.73124 3.11523 4.99227
O -1.65054 1.86489 3.16733
O -1.64233 4.39073 3.10916
C -5.45681 -3.16106 -0.11745
F -6.53196 -3.72473 -0.77062
F -5.05037 -2.10863 -0.77978
F -5.80914 -2.73231 1.13144
S -3.91272 -4.31781 0.07006
O -3.67187 -4.82224 -1.23937
O -2.84242 -3.41144 0.49406
O -4.37011 -5.33567 1.04412
C -2.95287 0.88989 -5.73657
F -3.37655 1.71280 -6.70087
F -4.05698 0.41946 -5.12696
F -2.21226 -0.05809 -6.34900
S -1.84170 1.66779 -4.26440
O -2.55223 2.83466 -3.71372
O -1.64579 0.60999 -3.23499
O -0.59396 2.06490 -4.97108
C 5.60340 -3.67690 1.34823
F 5.98230 -4.69063 0.55164
F 6.02425 -4.00586 2.58184
F 6.12657 -2.52108 1.00381
S 3.68088 -3.64764 1.20561
O 3.14718 -4.97887 1.49240
O 3.14913 -2.65413 2.15000
O 3.27066 -3.11011 -0.13075
```

Calculated values
2S+1 ... 5
Energy above the lowest of the compared OMol25 structures with the same formula, charge and spin ... 263.5 kcal per mole
HOMO-LUMO gap (spin up / spin down) ... 2.526 / 2.431 eV
<S²> ... 6.265
Total charge ... -3



# 2
The molecule C5H10 in a non-equilibrium geometry, computed with ωB97M-V/def2-TZVPD.

Geometry as XYZ:
```
15
C5H10 ωB97M-V/def2-TZVPD
C -1.72562 0.20827 1.23215
C -0.60539 -0.17908 0.15043
C 0.81435 -0.65443 0.59032
C 0.66756 0.49104 -0.22052
C 0.96449 0.14838 -1.62171
H -1.35284 0.50535 2.19479
H -2.37751 -0.67528 1.26417
H -2.31314 1.13481 0.97830
H -1.10481 -0.86225 -0.62759
H 1.10657 -0.53574 1.59210
H 1.36332 -1.49329 0.11480
H 0.68595 1.58518 -0.13622
H 1.38831 -0.86608 -1.78891
H 1.76406 0.75800 -2.12480
H 0.14778 0.36419 -2.25071
```

Calculated values
2S+1 ... 1
Energy above the lowest of the compared OMol25 structures with the same formula, charge and spin ... 51.5 kcal per mole
HOMO-LUMO gap ... 10.844 eV
Structure (SMILES) ... C[C@@H]1C[C@H]1C



Total energy / Ha: -5852.38600, -196.42632